1.
A cluster of 10 separate species, C57H143N9O19 in total. Source: the OMol25 dataset; level of theory: wB97M-V/def2-TZVPD.

Last column: Mulliken charge in e.
Positions of all 228 atoms, in Å:
C  0.445  -11.695  1.078  -0.74
H  2.992  4.317  4.586  0.37
H  0.768  -12.320  0.246  0.24
H  5.188  -1.224  1.781  0.33
H  0.079  -1.757  2.448  -0.54
C  4.424  5.633  -5.195  -0.77
N  -2.792  5.390  -1.369  -0.17
H  -2.564  -2.726  5.650  0.26
H  -0.472  1.462  0.064  -0.39
C  3.987  8.944  -3.762  -0.85
H  4.063  -2.346  -3.677  0.16
H  -0.578  1.573  3.597  0.08
O  1.046  2.699  4.169  -0.56
H  0.404  -0.113  -2.998  0.07
H  3.999  2.868  -5.434  0.44
C  3.197  -5.472  -1.879  -0.47
C  2.641  2.647  -3.757  0.28
H  3.004  9.341  -4.064  0.30
H  1.194  -3.892  10.373  0.44
H  -0.509  -1.467  -3.790  0.34
C  -9.456  -4.914  -0.181  -0.74
H  -10.501  -5.223  -0.057  0.30
H  5.482  -1.665  -0.490  0.47
H  0.978  0.329  -10.096  0.34
H  6.043  5.546  6.741  0.31
H  -3.126  7.340  -2.144  0.47
H  1.272  3.207  -0.867  -0.12
H  -2.138  1.493  -4.089  0.46
H  -0.427  -6.932  -1.350  0.47
C  -0.915  0.884  0.886  -0.46
H  -3.797  -1.256  -0.909  0.07
H  3.715  -4.987  -1.041  0.17
H  -2.496  -4.199  2.255  0.24
H  1.279  7.106  -2.454  0.41
H  -5.137  -0.536  -1.892  0.35
H  2.564  -0.422  -6.550  0.28
C  1.994  4.378  2.810  -1.02
H  4.727  5.345  -6.207  0.40
H  -0.343  6.845  -0.995  0.36
H  -0.090  1.387  5.255  0.37
H  5.399  -1.520  -2.808  0.34
C  -2.479  6.810  -1.434  -1.25
H  -1.856  -2.594  11.600  0.24
H  4.776  7.410  4.753  0.43
H  -0.608  -1.369  -0.570  0.35
H  -2.890  4.856  -2.253  0.24
H  2.953  -1.594  -8.799  0.31
H  1.406  -4.764  8.069  0.31
H  -6.623  -4.787  2.101  0.29
H  5.502  5.802  4.416  0.35
H  1.617  -5.289  0.256  -0.16
O  2.773  -0.212  -10.991  -0.33
H  -1.235  3.526  -5.137  0.42
C  0.476  -1.059  -3.537  -0.23
C  -1.964  4.655  -0.423  0.89
H  2.985  5.153  -3.876  0.12
H  -2.246  3.596  -0.426  -0.16
C  0.320  -4.306  9.860  -0.62
H  -4.469  1.386  -3.247  0.44
H  -1.019  4.505  -3.757  0.08
H  2.777  -2.800  4.676  0.23
H  -0.768  -5.924  0.044  0.34
H  -8.647  -6.489  1.674  0.36
H  3.097  -1.270  0.447  -0.36
H  2.858  -4.744  -2.631  0.18
C  0.222  -3.008  6.393  -1.00
H  1.147  5.030  3.102  0.23
N  1.111  -1.215  -7.873  -0.40
C  0.015  -6.525  -0.427  -1.04
C  -2.313  5.362  -5.238  -1.00
C  -9.021  -5.518  2.020  -0.61
H  1.010  6.547  -4.105  0.14
H  -0.013  -3.892  2.638  0.00
C  -1.069  7.264  -1.712  -0.41
N  -6.853  -5.175  3.012  -0.34
O  -4.490  -3.858  2.265  -0.41
H  -2.744  4.401  3.498  0.29
H  -1.626  6.124  1.085  0.34
C  -6.039  -4.474  3.975  -0.96
H  -4.020  -3.929  4.298  0.02
C  3.742  -2.131  0.715  1.40
C  2.794  0.903  -11.854  -0.70
C  1.929  -1.287  -9.088  -0.55
H  0.837  -4.828  -1.300  0.17
H  4.728  5.635  7.882  0.24
H  0.979  -1.770  -2.884  0.12
C  4.642  -2.389  -0.463  -1.17
H  -3.049  5.824  -8.075  0.24
H  -3.025  -2.485  2.595  0.07
H  -3.189  5.297  1.283  0.32
O  2.138  -6.346  -1.473  -0.46
H  1.177  -3.340  5.979  0.43
H  1.708  2.682  -4.334  -0.11
O  1.262  -0.948  -4.690  -0.30
H  -3.670  6.768  -6.618  0.34
C  -0.061  -1.608  5.893  0.88
H  -1.043  8.356  -1.534  0.30
H  0.509  2.717  -2.402  -0.33
H  -6.359  -3.423  4.120  0.39
C  1.520  2.960  2.865  0.64
H  0.276  -9.421  2.357  0.32
H  -0.378  -0.484  -5.878  0.54
H  0.847  -4.391  4.145  0.32
C  0.459  -4.321  8.378  -0.62
H  -4.630  5.514  -7.387  0.26
H  5.293  7.114  7.036  0.28
H  -4.202  -5.487  3.474  0.25
H  -8.568  -4.158  3.656  0.39
H  1.681  1.674  -1.576  0.11
O  4.147  5.792  5.931  -0.28
H  3.284  0.619  -12.782  0.26
O  -0.894  -3.658  10.165  -0.30
H  1.769  1.234  -12.090  0.30
H  -0.884  4.666  -0.663  -0.36
H  -2.821  7.227  -0.479  0.50
O  0.130  -10.416  0.621  -0.30
O  -0.600  -1.106  2.182  0.23
H  3.019  -2.940  0.838  -0.73
N  3.161  4.632  3.636  -0.30
H  1.234  -2.109  -7.408  0.29
C  -4.600  -4.457  3.518  0.22
C  -0.866  -8.341  0.914  -0.61
H  -4.520  0.306  -0.468  0.36
C  1.212  -5.666  -0.686  0.47
C  -3.632  1.556  -2.551  -0.95
C  2.916  -2.900  3.598  -0.50
H  4.663  3.329  -3.936  0.41
C  3.948  7.062  -5.179  -0.51
H  -2.277  -1.378  4.471  0.00
H  2.906  7.043  -5.550  0.23
C  -2.406  -1.648  5.532  -0.60
H  -1.471  5.948  -5.621  0.42
C  1.444  2.722  -1.828  0.70
O  -0.713  6.951  -3.008  -0.15
C  -0.997  -3.263  11.542  -0.76
N  3.307  4.762  -4.761  -0.15
H  2.658  6.741  3.777  0.33
H  3.024  1.627  -3.610  0.30
O  2.463  3.298  -2.527  -0.51
H  3.324  1.764  -11.419  0.28
H  -3.917  2.239  -1.741  0.32
H  1.297  -11.693  1.776  0.29
H  4.785  9.436  -4.336  0.36
H  -1.930  0.581  0.623  0.29
C  -2.149  5.158  0.974  -1.05
H  -3.510  3.282  -4.572  0.37
C  2.006  0.021  -9.842  -0.38
H  -1.188  -4.126  12.195  0.27
H  -1.427  -8.630  0.002  0.28
H  1.433  -4.914  2.577  0.47
H  0.739  2.811  2.107  -0.42
N  0.350  -2.968  7.840  -0.39
H  -6.109  -4.974  4.944  0.31
C  -3.207  -3.400  2.023  -0.35
O  4.110  7.569  -3.878  -0.29
O  -1.332  -1.169  6.318  -0.45
C  3.791  -1.791  3.130  -0.90
H  -8.859  -5.726  -0.609  0.31
H  -3.289  -1.099  5.866  0.39
H  -2.912  5.990  -4.563  0.36
H  4.058  9.306  -2.735  0.27
H  -1.375  -10.106  2.014  0.49
C  -3.608  5.817  -7.141  -0.79
C  -1.797  4.207  -4.467  0.22
C  -0.483  -9.630  1.591  -0.64
O  1.683  -2.884  2.931  0.29
H  2.471  0.807  -9.231  0.27
C  -1.715  4.621  3.178  -1.01
H  -10.081  -5.627  2.303  0.47
C  0.655  -0.178  -5.689  0.13
H  -9.434  -4.019  -0.796  0.23
C  0.639  7.231  -3.339  -0.71
H  1.520  -2.065  -9.730  0.30
O  -8.875  -4.529  1.073  -0.30
H  -0.092  -2.723  11.841  0.33
H  -0.526  -2.621  8.238  0.34
C  0.952  -4.078  3.106  -0.84
O  3.897  -2.302  -1.654  0.08
H  -3.065  -3.105  0.986  0.16
O  -3.069  4.826  -6.318  -0.37
C  3.515  6.058  3.650  -0.61
C  0.305  1.472  4.244  0.17
H  0.968  0.116  1.594  -0.30
H  3.385  -3.872  3.384  0.44
H  0.809  -2.064  0.229  -0.13
C  5.075  6.044  6.936  -0.75
H  5.289  5.495  -4.529  0.36
H  5.158  -3.363  -0.412  0.38
C  -2.458  2.172  -3.294  0.69
H  -1.512  5.679  3.403  0.41
N  -2.887  3.492  -3.778  -0.56
C  1.544  -0.190  -6.919  -0.77
C  -8.290  -5.149  3.276  -0.67
H  -1.525  -7.725  1.526  0.37
H  -0.029  -1.518  4.798  -0.56
H  5.245  -3.341  -2.957  0.28
H  3.946  -6.093  -2.387  0.33
N  0.343  -7.592  0.525  -0.24
C  -4.227  -0.346  -1.308  -0.78
H  0.181  -5.345  10.202  0.38
H  0.726  -0.987  6.322  0.42
C  0.027  -0.265  1.160  1.89
H  1.022  -0.677  -0.768  -0.34
C  4.582  6.332  4.697  -0.61
H  4.431  7.760  -5.884  0.58
H  -1.672  2.336  -2.549  -0.84
N  4.534  -1.983  1.903  -0.37
H  2.179  4.649  1.763  0.44
H  4.557  -1.615  3.893  0.53
H  0.632  0.877  -5.356  -0.44
H  -1.005  1.569  1.726  -0.21
H  2.364  2.273  2.678  0.37
C  0.327  -1.126  -0.052  -0.45
H  3.997  6.284  2.687  0.28
C  3.720  3.405  -4.520  -1.28
H  0.692  8.259  -3.726  0.31
C  4.720  -2.383  -2.803  -0.85
H  -0.568  -3.720  6.092  0.30
O  -3.219  0.284  -2.079  -0.12
H  -0.377  -4.940  8.004  0.29
H  -1.054  4.023  3.809  0.19
H  0.904  -8.304  0.052  0.25
H  3.184  -0.863  3.123  0.04
H  0.939  0.621  3.971  -0.33
H  -0.438  -12.153  1.540  0.30
H  1.577  0.809  -7.345  0.38
H  -8.466  -5.948  3.999  0.32
O  -1.450  4.283  1.870  0.12

As for the multiplicity: 1. The value obtained for the energy above the lowest of the compared OMol25 structures with the same formula, charge and spin is 0.0 kJ/mol. Its strongest force on any atom is 1.99 eV/A. The calculation puts the LUMO energy at 0.6 eV. For the HOMO-LUMO gap, the calculation gives 8.97 eV. The SMILES is COCCNCCOC.COCCNCCOC.COCCNCCOC.COCCNCCOC.COCCNCCOC.COCCNCCOC.COCCNCCOC.COCCNCCOC.COCCNCCOC.CC(C)O.

---

2.
An isolated molecule of C5H7NO. Source: the OMol25 dataset; level of theory: wB97M-V/def2-TZVPD.

Last column: natural (NBO) charge in e.
Positions of all 14 atoms, in Å:
H  2.939  -0.494  -0.629  0.10
H  2.112  1.199  -0.685  0.39
H  -1.727  1.432  0.589  0.20
O  1.387  -1.540  0.400  -0.58
C  0.302  1.325  0.166  -0.01
H  -0.745  -1.151  -0.387  0.24
C  1.861  -0.539  -0.169  0.53
H  -3.327  -1.668  -0.053  0.22
H  0.261  2.372  0.787  0.19
N  1.472  0.786  -0.138  -0.62
C  -2.733  -0.624  -0.049  -0.35
C  -1.451  -0.304  -0.376  -0.25
C  -0.942  0.974  0.026  -0.24
H  -3.138  0.130  0.552  0.17

As for the multiplicity: 1. The value obtained for the energy above the lowest of the compared OMol25 structures with the same formula, charge and spin is 329.7 kJ/mol. Its strongest force on any atom is 7.11 eV/A. The calculation puts the LUMO energy at 0.5 eV. For the HOMO-LUMO gap, the calculation gives 9.19 eV. The SMILES is C=C/C=C\NC=O.